(1)
This record from the OMol25 dataset describes C33H27BrN3O2Ti as an isolated structure. The level of theory is ωB97M-V/def2-TZVPD.

Each line ends with the Mulliken charge.
Positions of all 67 atoms, in Å:
Ti (-0.673, -0.592, 0.738)  -0.5867
C (1.571, -1.242, 4.028)  -1.9564
C (1.500, 0.201, 3.604)  1.8207
C (1.574, 1.199, 4.572)  -0.6597
C (1.652, 2.533, 4.214)  -1.0163
C (1.714, 2.887, 2.875)  -0.6351
C (1.640, 1.923, 1.878)  1.1940
C (1.804, 2.340, 0.444)  -1.8332
C (1.461, 0.589, 2.261)  -0.3780
N (1.188, -0.406, 1.249)  0.9615
C (2.228, -1.241, 0.839)  -0.6540
O (3.366, -1.227, 1.223)  -0.5940
C (1.697, -2.227, -0.162)  0.5491
C (2.376, -3.269, -0.750)  -0.6854
C (1.675, -4.083, -1.636)  -0.3769
C (0.336, -3.830, -1.917)  -0.7348
C (-0.257, -2.754, -1.292)  0.7397
N (0.416, -1.996, -0.435)  0.2884
C (-1.653, -2.242, -1.505)  -0.8441
O (-2.395, -2.696, -2.331)  -0.5676
N (-1.901, -1.160, -0.647)  1.3039
C (-3.026, -0.322, -1.023)  -0.3126
C (-4.241, -0.398, -0.353)  1.2025
C (-4.522, -1.408, 0.726)  -1.7963
C (-5.245, 0.498, -0.717)  -0.7247
C (-5.052, 1.413, -1.734)  -0.9937
C (-3.850, 1.429, -2.429)  -0.9685
C (-2.824, 0.560, -2.091)  1.3576
C (-1.546, 0.566, -2.888)  -1.3684
H (1.071, -1.397, 4.984)  0.4625
H (2.618, -1.528, 4.150)  0.3803
H (1.139, -1.926, 3.301)  0.2080
H (1.591, 0.916, 5.618)  0.4657
H (1.696, 3.298, 4.979)  0.4657
H (1.830, 3.927, 2.593)  0.4766
H (1.310, 3.293, 0.255)  0.4541
H (1.415, 1.608, -0.263)  0.1066
H (2.866, 2.468, 0.220)  0.4945
H (3.418, -3.432, -0.512)  0.5680
H (2.176, -4.914, -2.115)  0.4798
H (-0.238, -4.430, -2.609)  0.5772
H (-3.827, -2.245, 0.700)  0.2435
H (-5.528, -1.809, 0.602)  0.5286
H (-4.476, -0.955, 1.719)  0.2253
H (-6.195, 0.458, -0.199)  0.5065
H (-5.844, 2.099, -2.004)  0.4508
H (-3.708, 2.120, -3.250)  0.4508
H (-1.459, 1.480, -3.474)  0.4263
H (-1.519, -0.276, -3.584)  0.3464
H (-0.652, 0.490, -2.264)  0.1408
Br (-1.792, -1.321, 2.956)  -0.0588
C (-1.912, 0.538, 3.496)  0.5196
C (-2.198, 0.755, 4.805)  -0.8367
C (-2.357, 2.093, 5.228)  -0.8237
C (-2.242, 3.110, 4.325)  -0.9639
C (-1.950, 2.860, 2.961)  1.1319
C (-1.864, 3.918, 2.020)  -1.0121
C (-1.599, 3.668, 0.706)  -1.2188
C (-1.357, 2.346, 0.277)  -0.7246
C (-1.404, 1.281, 1.140)  1.6186
C (-1.752, 1.534, 2.508)  0.1776
H (-2.307, -0.064, 5.503)  0.4999
H (-2.589, 2.294, 6.264)  0.4424
H (-2.377, 4.137, 4.641)  0.4534
H (-2.032, 4.932, 2.366)  0.4500
H (-1.557, 4.480, -0.008)  0.5103
H (-1.101, 2.191, -0.765)  0.6460

The calculation puts the energy above the lowest of the compared OMol25 structures with the same formula, charge and spin at 16.0 kcal/mol. The calculation puts the electronic energy at -136379.2435 eV. As for the spin multiplicity: 1. Its frontier orbital gap is 6.89 eV. As for the total charge: +1. As for the LUMO energy: -4.3 eV.

(2)
This record from the OMol25 dataset describes one molecule with the formula C2H5N5O in a non-equilibrium geometry. The level of theory is ωB97M-V/def2-TZVPD.

Each line ends with the Mulliken charge.
Positions of all 13 atoms, in Å:
C (0.969, -0.425, -0.165)  0.2971
C (-1.084, 0.182, -0.161)  0.4500
H (1.591, 2.023, -0.683)  0.3503
H (1.084, 1.538, 0.886)  0.3228
H (2.442, 0.584, 0.262)  0.2366
H (0.856, -2.495, -0.171)  0.3421
H (-1.762, -1.433, 0.641)  0.3328
N (0.632, 1.914, -0.008)  -0.7722
N (0.103, 0.607, -0.381)  0.3552
N (2.266, -0.439, 0.256)  -0.6836
N (0.191, -1.570, 0.175)  -0.3152
N (-1.245, -1.255, -0.275)  -0.3003
O (-2.145, 0.805, 0.332)  -0.6157

The calculation puts the energy above the lowest of the compared OMol25 structures with the same formula, charge and spin at 93.5 kcal/mol. The calculation puts the electronic energy at -11648.4898 eV. As for the spin multiplicity: 1. Its frontier orbital gap is 9.98 eV. As for the total charge: 0. As for the LUMO energy: 0.3 eV.

(3)
This record from the OMol25 dataset describes one molecule with the formula C19H21ClN6. The level of theory is ωB97M-V/def2-TZVPD.

Each line ends with the Mulliken charge.
Positions of all 47 atoms, in Å:
C (3.259, 4.405, -1.549)  -0.9036
N (2.613, 3.326, -0.861)  0.5902
C (3.188, 2.341, -0.136)  -0.4812
C (2.189, 1.532, 0.366)  0.7977
C (1.000, 2.120, -0.136)  0.1145
N (1.294, 3.189, -0.870)  -0.8860
C (-0.389, 1.710, 0.039)  0.4957
C (-1.312, 1.999, -0.965)  -0.5120
C (-2.641, 1.657, -0.813)  -0.6453
C (-3.070, 1.022, 0.341)  -0.5081
C (-2.158, 0.727, 1.340)  -0.6539
C (-0.828, 1.071, 1.194)  -0.0016
H (-0.133, 0.862, 1.989)  0.4296
H (-2.489, 0.230, 2.241)  0.3937
H (-4.111, 0.761, 0.463)  0.4769
H (-3.349, 1.887, -1.597)  0.4084
H (-0.968, 2.499, -1.857)  0.4439
C (2.371, 0.282, 1.164)  -1.4578
N (1.490, -0.755, 0.676)  0.6338
C (1.803, -1.220, -0.657)  -0.7857
C (0.534, -1.848, -1.248)  -0.9322
N (-0.218, -2.486, -0.192)  0.1236
C (-1.553, -2.359, -0.118)  0.6238
N (-2.166, -2.824, 0.982)  -0.5153
C (-3.480, -2.737, 1.011)  -0.2519
C (-4.223, -2.197, -0.029)  -0.5760
C (-3.490, -1.744, -1.117)  -0.2253
N (-2.177, -1.822, -1.177)  -0.4315
H (-3.969, -1.305, -1.984)  0.4521
H (-5.298, -2.135, 0.006)  0.4440
H (-3.952, -3.119, 1.909)  0.4400
C (0.565, -3.001, 0.900)  -0.9541
H (-0.107, -3.499, 1.596)  0.4370
C (1.328, -1.860, 1.598)  -0.8456
H (2.300, -2.243, 1.963)  0.3548
H (0.758, -1.498, 2.457)  0.4419
H (1.271, -3.735, 0.494)  0.3325
H (-0.108, -1.082, -1.687)  0.5324
H (0.793, -2.579, -2.024)  0.2486
H (2.636, -1.947, -0.651)  0.3340
H (2.105, -0.370, -1.271)  0.4145
H (2.125, 0.470, 2.215)  0.3947
H (3.436, -0.016, 1.126)  0.4969
Cl (4.884, 2.246, 0.046)  -0.2167
H (2.482, 4.996, -2.028)  0.3467
H (3.948, 4.019, -2.303)  0.2948
H (3.816, 5.028, -0.847)  0.2870

The calculation puts the energy above the lowest of the compared OMol25 structures with the same formula, charge and spin at 44.3 kcal/mol. The calculation puts the electronic energy at -41506.9102 eV. As for the spin multiplicity: 1. Its frontier orbital gap is 8.62 eV. As for the total charge: 0. As for the LUMO energy: 0.7 eV.